1.
A 3-piece molecular cluster, C5H12N4 overall at a distorted geometry. Source: the Open Molecules 2025 dataset; level of theory: wB97M-V/def2-TZVPD.

XYZ file:
```
21
Properties=species:S:1:pos:R:3:mulliken_charge:R:1
C 0.43252 1.82228 -0.24998 -0.6168
C 0.58908 -1.04157 -0.56017 0.1628
C 1.57817 1.02831 -0.33322 0.4704
N 1.48254 -1.98913 -0.10872 -0.4759
N 0.06721 -0.95472 -1.72986 -0.5925
N 2.77138 0.76682 -0.30549 -0.5148
H 2.05073 -2.43928 -0.81270 0.2231
H 2.01267 -1.73843 0.71239 0.2436
H 0.45592 -1.63197 -2.38888 0.1916
H 3.43428 1.50766 -0.55186 0.2784
H -0.02645 2.00067 -1.21933 0.2883
H 0.55734 2.73231 0.33501 0.3869
H -0.46409 1.15605 0.34144 0.0460
C -2.64555 -0.24571 0.26183 -1.1695
C -1.46466 0.10993 1.09977 0.5167
N -1.43490 0.06303 2.35131 -0.7598
H -0.54557 0.34936 2.76706 0.2157
H -0.03840 -0.53677 0.27798 0.1759
H -2.31709 -0.79433 -0.62400 0.2840
H -3.36948 -0.83525 0.82968 0.3967
H -3.12565 0.67072 -0.09227 0.2492
```

The calculation puts the LUMO energy (alpha / beta) at -0.25 / 0.14 eV. For the HOMO energy (alpha / beta), the calculation gives -6.7 / -7.1 eV. Its calculated total energy is -416.53317 a.u. As for the orbital gap (alpha / beta): 6.454 / 7.255 eV. The relative energy (zero: lowest compared OMol25 entry of this formula, charge and spin) comes out at 133.2 kcal per mole.


2.
One molecule with the formula C3H7NO at a distorted geometry. Source: the Open Molecules 2025 dataset; level of theory: wB97M-V/def2-TZVPD.

XYZ file:
```
12
Properties=species:S:1:pos:R:3:mulliken_charge:R:1
O -0.90561 0.64465 2.09942 -0.4600
C -0.91397 0.64573 0.90333 -0.1564
C -0.17028 -0.34322 0.00907 0.4245
C 0.32056 0.38099 -1.32701 -1.1346
N 0.94082 -0.88046 0.74941 -0.5719
H -1.62335 1.25002 0.27630 0.2864
H -0.90035 -1.08771 -0.33309 0.2845
H 1.40869 0.45174 -1.30476 0.3402
H -0.09137 1.38401 -1.24268 0.3025
H -0.09502 -0.14394 -2.21176 0.2594
H 1.08553 -0.41539 1.65024 0.2304
H 0.94435 -1.88641 0.73152 0.1949
```

The calculation puts the LUMO energy at 0.81 eV. For the HOMO energy, the calculation gives -9.2 eV. Its calculated total energy is -248.47082 a.u. As for the orbital gap: 9.982 eV. The relative energy (zero: lowest compared OMol25 entry of this formula, charge and spin) comes out at 34.9 kcal per mole.


3.
C33H26Cl5OPtSb2 as an isolated structure. Source: the Open Molecules 2025 dataset; level of theory: wB97M-V/def2-TZVPD.

XYZ file:
```
68
Properties=species:S:1:pos:R:3:mulliken_charge:R:1
Pt -0.11341 0.32829 -0.45075 0.6997
C -0.85206 -1.08278 -3.92745 -1.0281
C -1.26604 0.16423 -4.70530 -0.3765
C -0.42474 1.38301 -4.31390 -1.3260
Sb -0.39820 2.08306 -2.29162 0.8448
C -1.91116 3.51858 -2.07763 0.7507
C -2.67266 3.93943 -3.16001 -0.4317
C -3.63972 4.92154 -2.98165 -0.6582
C -3.83595 5.48405 -1.72964 -0.5635
C -3.07308 5.06384 -0.64643 -0.6893
C -2.11578 4.07691 -0.81771 -0.5799
C 1.35923 3.23860 -2.35489 0.6254
C 2.58961 2.58421 -2.37490 -0.6132
C 3.76346 3.31928 -2.43632 -0.7177
C 3.70969 4.70703 -2.47085 -0.4930
C 2.48628 5.36010 -2.44420 -0.6946
C 1.30682 4.62828 -2.38700 -0.4828
Sb -1.58769 -1.10308 -1.91319 0.9443
C -3.31383 0.15135 -2.03233 0.8451
C -4.22790 0.11384 -3.08687 -0.6619
C -5.37037 0.89841 -3.05999 -0.7739
C -5.63492 1.70710 -1.96155 -0.5507
C -4.76382 1.71093 -0.88495 -0.5658
C -3.60912 0.93994 -0.92253 -0.4869
C -2.66206 -2.86273 -1.51245 0.5948
C -2.76286 -3.37124 -0.22453 -0.5397
C -3.63592 -4.42355 0.01908 -0.5078
C -4.38489 -4.96164 -1.01712 -0.4894
C -4.26436 -4.45795 -2.30608 -0.7048
C -3.39719 -3.40641 -2.56079 -0.3840
H 0.23517 -1.07580 -3.81940 0.5430
H -1.11310 -2.02399 -4.40987 0.4980
H -2.32257 0.38697 -4.58378 0.0770
H -1.11714 -0.01791 -5.77284 0.5359
H -0.68193 2.25226 -4.92119 0.6603
H 0.63564 1.18372 -4.49141 0.5901
H -2.52906 3.50941 -4.14417 0.2987
H -4.23547 5.24822 -3.82376 0.4328
H -4.58488 6.25333 -1.59556 0.3989
H -3.22715 5.50277 0.33059 0.4326
H -1.53389 3.74414 0.03602 0.4041
H 2.64129 1.50077 -2.32953 0.3378
H 4.71881 2.81166 -2.45159 0.4191
H 4.62610 5.28033 -2.51549 0.3994
H 2.44744 6.44112 -2.46776 0.4107
H 0.35428 5.14487 -2.36542 0.4075
H -4.08087 -0.55036 -3.93109 0.3778
H -6.06198 0.86739 -3.89192 0.4284
H -6.52744 2.31858 -1.94078 0.4435
H -4.97577 2.31835 -0.01474 0.4355
H -2.93410 0.96337 -0.07324 0.2599
H -2.17405 -2.95710 0.58553 0.3658
H -3.72528 -4.82438 1.01980 0.4138
H -5.06152 -5.78296 -0.82262 0.3854
H -4.84219 -4.88640 -3.11415 0.3982
H -3.30692 -3.02327 -3.57117 0.2578
Cl 3.84361 0.39165 5.38092 -0.1731
C 2.79075 -0.01761 4.08991 0.4483
C 2.43492 0.93667 3.15173 -0.3401
Cl 3.01899 2.54844 3.24463 -0.1910
C 1.58470 0.57232 2.11573 0.8240
Cl 1.10948 1.78324 0.92634 -0.3897
C 1.05561 -0.70503 1.95355 -0.2382
O 0.25626 -1.05494 0.96873 -0.6289
C 1.42947 -1.65462 2.92563 0.3682
Cl 0.79368 -3.24044 2.76223 -0.1730
C 2.27857 -1.31909 3.96779 0.0514
Cl 2.71529 -2.50646 5.12213 -0.1552
```

The calculation puts the LUMO energy at -3.35 eV. For the HOMO energy, the calculation gives -10.6 eV. Its calculated total energy is -4248.88686 a.u. Its charge is +1. As for the orbital gap: 7.279 eV. The relative energy (zero: lowest compared OMol25 entry of this formula, charge and spin) comes out at 0.0 kcal per mole.